{
  "formula": "C42H51N5O10PS2SbW",
  "method": "ωB97M-V with the def2-TZVPD basis set",
  "spin_multiplicity": 4,
  "relative_energy_kj_mol": 0.00,
  "s2": 3.770,
  "charge": 1,
  "max_force_ha_per_bohr": 0.032,
  "species": ["W", "C", "C", "C", "C", "C", "C", "C", "C", "C", "C", "C", "C", "H", "H", "H", "H", "H", "H", "H", "H", "H", "H", "H", "H", "H", "H", "H", "H", "H", "H", "C", "C", "O", "P", "S", "S", "O", "C", "C", "H", "H", "H", "H", "H", "H", "H", "H", "H", "H", "O", "N", "O", "C", "C", "C", "C", "O", "C", "C", "N", "O", "O", "N", "O", "O", "H", "H", "C", "N", "C", "N", "O", "H", "H", "H", "H", "H", "H", "C", "C", "C", "C", "C", "C", "Sb", "C", "C", "C", "C", "C", "C", "C", "C", "C", "C", "C", "C", "H", "H", "H", "H", "H", "H", "H", "H", "H", "H", "H", "H", "H", "H", "H"],
  "coordinates": [[0.0152, -0.6099, -0.7023], [3.5785, -0.0394, 2.4939], [3.0311, 0.7225, 1.3138], [2.4691, 1.9873, 1.5078], [2.5071, 2.5897, 2.8881], [1.9267, 2.7010, 0.4291], [1.3163, 4.0640, 0.6355], [1.9627, 2.1561, -0.8558], [1.5357, 3.0314, -1.9980], [2.4974, 0.8610, -1.0559], [2.7289, 0.3771, -2.4822], [3.1210, 0.1865, 0.0243], [4.0805, -0.9518, -0.2257], [4.5875, 0.2887, 2.7631], [3.6219, -1.1093, 2.3017], [2.9514, 0.1067, 3.3746], [3.4385, 2.3421, 3.3958], [1.6939, 2.2036, 3.5137], [2.4250, 3.6715, 2.8687], [2.0669, 4.8569, 0.5542], [0.8564, 4.1522, 1.6174], [0.5414, 4.2707, -0.1016], [1.7941, 2.6412, -2.9801], [2.0222, 4.0051, -1.9134], [0.4612, 3.2050, -1.9640], [3.6818, 0.7664, -2.8567], [1.9470, 0.7562, -3.1362], [2.5117, -1.3293, -3.4291], [4.7502, -1.0926, 0.6194], [4.6895, -0.7329, -1.1008], [3.5909, -1.8974, -0.4205], [-3.8917, -1.7823, -4.7712], [-4.2840, -0.8889, -3.6220], [-3.4073, -1.1963, -2.5005], [-3.7561, -0.5642, -1.0874], [-4.1934, 1.3119, -1.0523], [-2.1798, -1.2643, 0.1300], [-4.9106, -1.5427, -0.5831], [-5.6517, -1.2587, 0.6281], [-5.8812, -2.5614, 1.3547], [-4.5440, -1.5876, -5.6240], [-3.9913, -2.8318, -4.4939], [-2.8608, -1.5972, -5.0820], [-5.3154, -1.0701, -3.3183], [-4.1739, 0.1685, -3.8632], [-6.5850, -0.7793, 0.3366], [-5.0869, -0.5513, 1.2396], [-6.4392, -3.2579, 0.7281], [-6.4523, -2.3871, 2.2686], [-4.9263, -3.0220, 1.6167], [-1.6230, -0.0545, -7.5147], [-1.9500, 0.9635, -6.9311], [-2.5049, 1.9100, -7.4484], [-1.6458, 1.0441, -5.5054], [-2.0574, 2.1520, -4.7888], [-1.7737, 2.2397, -3.4344], [-1.1136, 1.1876, -2.7626], [-0.8242, 1.1359, -1.4971], [-0.7140, 0.0958, -3.5726], [-0.9598, -0.0128, -4.9143], [-0.0266, -0.8485, -2.7671], [-0.6923, -1.8520, -2.2694], [2.7245, -1.0501, -2.5343], [-2.2481, 3.4172, -2.7218], [-3.1095, 4.0863, -3.2470], [-1.7425, 3.6765, -1.6484], [-2.5927, 2.9498, -5.2782], [-0.6491, -0.8695, -5.4952], [-1.8086, 2.4664, 1.3399], [-1.2915, 1.6078, 2.4063], [-0.4776, 0.5873, 2.2031], [-0.1749, -0.2310, 3.2323], [0.0803, 0.3991, 1.0929], [-1.6897, 3.5108, 1.6227], [-2.8572, 2.2450, 1.1547], [-1.2603, 2.2733, 0.4247], [-1.6692, 1.7263, 3.3307], [-0.7160, -0.2466, 4.0795], [0.4277, -1.0060, 3.0389], [4.6682, -4.3464, 3.0557], [3.4894, -3.8351, 3.5806], [2.4423, -3.5090, 2.7315], [2.5607, -3.6760, 1.3563], [3.7338, -4.2100, 0.8405], [4.7845, -4.5400, 1.6852], [0.8540, -3.1867, 0.1815], [1.0578, -4.3112, -1.6005], [2.1648, -4.1726, -2.4331], [2.2165, -4.8502, -3.6428], [1.1586, -5.6581, -4.0374], [0.0470, -5.7885, -3.2179], [-0.0029, -5.1183, -2.0040], [-0.4666, -4.3772, 1.3398], [-1.3636, -3.8325, 2.2526], [-2.0941, -4.6595, 3.0967], [-1.9347, -6.0345, 3.0332], [-1.0351, -6.5860, 2.1306], [-0.2961, -5.7613, 1.2973], [5.4882, -4.6063, 3.7132], [3.3810, -3.7007, 4.6499], [1.5129, -3.1457, 3.1657], [3.8469, -4.3845, -0.2257], [5.6941, -4.9561, 1.2699], [2.9918, -3.5242, -2.1614], [3.0891, -4.7484, -4.2770], [1.2007, -6.1842, -4.9831], [-0.7848, -6.4114, -3.5213], [-0.8807, -5.2244, -1.3772], [-1.5200, -2.7643, 2.2990], [-2.7927, -4.2250, 3.8014], [-2.5086, -6.6791, 3.6875], [-0.9045, -7.6595, 2.0783], [0.4151, -6.2080, 0.6106]],
  "forces_ev_per_angstrom": [[-1.503, 0.558, -0.471], [0.039, -0.024, 0.086], [0.010, -0.026, -0.151], [-0.021, 0.059, -0.111], [-0.025, -0.025, 0.062], [0.033, -0.111, 0.093], [-0.039, 0.058, -0.021], [0.075, -0.139, 0.120], [-0.019, 0.070, -0.210], [0.076, -0.072, -0.168], [-0.023, -0.100, 0.105], [0.003, 0.070, 0.056], [0.055, 0.033, 0.019], [-0.026, -0.005, 0.007], [-0.010, 0.040, 0.003], [0.008, 0.011, 0.003], [-0.014, 0.004, -0.015], [0.010, 0.023, -0.015], [-0.004, 0.018, -0.012], [-0.025, -0.023, 0.002], [-0.003, -0.001, 0.016], [0.027, -0.013, 0.041], [-0.027, 0.006, 0.078], [-0.009, -0.019, 0.003], [0.014, 0.058, -0.024], [0.087, -0.018, 0.026], [-0.009, 0.044, -0.008], [-0.023, 0.013, -0.075], [-0.025, 0.037, -0.048], [0.030, 0.001, -0.038], [-0.035, -0.099, -0.043], [0.052, -0.038, -0.042], [0.013, -0.075, -0.069], [-0.089, 0.184, 0.093], [0.076, -0.174, 0.157], [-0.054, -0.274, -0.042], [0.126, 0.011, -0.168], [0.100, 0.154, -0.044], [0.015, 0.029, 0.018], [0.032, -0.050, -0.021], [0.013, 0.007, 0.016], [0.010, 0.020, -0.006], [-0.178, -0.087, 0.044], [-0.019, 0.018, 0.010], [0.009, 0.041, 0.014], [-0.011, 0.013, -0.010], [-0.015, -0.013, 0.007], [0.021, 0.022, 0.021], [0.020, 0.017, -0.038], [-0.042, 0.007, 0.004], [-0.011, 0.048, 0.151], [-0.045, 0.005, -0.439], [0.017, -0.038, 0.133], [0.042, -0.041, 0.157], [0.172, -0.134, 0.103], [-0.081, -0.446, -0.065], [0.191, 0.340, -0.355], [0.143, -0.202, 0.370], [-0.040, -0.021, 0.000], [-0.049, 0.247, 0.066], [-0.041, -0.199, 0.724], [0.585, 0.129, -0.155], [0.022, 0.039, 0.125], [-0.163, 0.327, 0.005], [-0.071, -0.072, -0.137], [0.199, -0.026, 0.235], [-0.046, 0.052, -0.030], [0.025, 0.021, -0.010], [0.012, 0.067, 0.034], [-0.087, 0.056, -0.069], [-0.166, 0.097, 0.301], [-0.145, 0.077, 0.045], [0.542, -0.329, -0.590], [0.013, -0.024, 0.005], [0.014, 0.013, 0.024], [0.010, 0.029, -0.010], [-0.030, 0.027, 0.066], [0.027, 0.022, -0.019], [0.174, -0.173, -0.016], [-0.001, -0.002, -0.036], [0.038, -0.019, 0.011], [-0.110, 0.080, 0.136], [-0.079, -0.062, -0.029], [0.080, -0.043, -0.220], [0.040, -0.009, 0.074], [0.128, -0.094, 0.057], [-0.097, -0.112, 0.054], [0.127, 0.130, 0.064], [0.029, -0.040, -0.046], [0.002, -0.009, -0.016], [0.030, -0.005, -0.022], [-0.062, 0.017, 0.058], [0.071, -0.129, 0.012], [0.009, 0.003, -0.072], [-0.010, 0.042, 0.020], [-0.021, -0.054, 0.020], [-0.011, -0.001, 0.023], [0.046, 0.005, -0.073], [-0.025, 0.007, -0.024], [0.003, -0.004, -0.031], [0.031, -0.036, -0.028], [-0.039, 0.025, 0.107], [-0.027, 0.010, 0.019], [-0.061, -0.026, 0.018], [-0.032, -0.002, 0.013], [0.002, 0.020, 0.032], [0.018, 0.011, 0.004], [-0.004, 0.008, -0.014], [-0.015, 0.091, 0.003], [0.010, -0.015, -0.018], [0.015, 0.027, -0.023], [0.004, 0.026, 0.007], [-0.006, 0.026, 0.022]]
}